A structure of composition C16H24INO6Pb, computed with the ωB97M-V functional and the def2-TZVPD basis.

Summary:
HOMO level in eV: -7.94
Relative energy (zero: lowest compared OMol25 entry of this formula, charge and spin) in kcal per mole: 1.4
Total energy in Eh: -1620.88702
Molar mass in g mol⁻¹: 660.47
Orbital gap in eV: 8.416
F_max in hartree/bohr: 0.0094

ORCA input file:
```
! wB97M-V def2-TZVPD RIJCOSX def2/J DEFGRID3
* xyz 0 1
Pb 0.60 -0.01 0.27
O 2.07 -3.75 2.61
C 1.42 -2.60 2.38
O 1.97 -1.54 2.27
C -0.06 -2.84 2.27
O -0.72 -1.61 2.20
C -2.06 -1.73 1.71
C -2.05 -1.99 0.20
O -2.62 -2.99 -0.24
O -1.42 -1.11 -0.47
H 3.02 -3.55 2.61
H -0.24 -3.47 1.39
H -0.38 -3.41 3.15
H -2.60 -2.52 2.23
H -2.53 -0.77 1.91
C -0.86 2.07 -0.25
C -0.19 2.38 0.97
C 1.19 2.61 0.67
C 1.38 2.40 -0.70
C 0.11 2.04 -1.28
C -0.18 1.94 -2.75
C 2.63 2.66 -1.48
C 2.23 3.09 1.64
C -0.87 2.69 2.27
C -2.34 1.92 -0.43
H -0.29 2.94 -3.18
H -1.11 1.40 -2.93
H 0.62 1.44 -3.30
H 2.67 3.70 -1.81
H 2.70 2.03 -2.36
H 3.53 2.48 -0.87
H 2.24 4.18 1.69
H 3.23 2.76 1.35
H 2.04 2.72 2.65
H -1.38 3.66 2.22
H -0.16 2.74 3.10
H -1.63 1.95 2.54
H -2.76 2.84 -0.85
H -2.84 1.74 0.53
H -2.59 1.09 -1.08
N -0.09 -1.84 -3.08
C 0.25 -2.70 -2.09
O 1.07 -2.41 -1.23
C -0.52 -4.00 -2.11
I 0.52 -5.60 -1.18
H 0.16 -0.88 -2.95
H -0.98 -1.99 -3.55
H -0.76 -4.31 -3.12
H -1.44 -3.84 -1.53
*
```

A cluster of 40 separate species, H80O40 in total at a distorted geometry, computed with the ωB97M-V functional and the def2-TZVPD basis.

Summary:
HOMO level in eV: -10.35
Relative energy (zero: lowest compared OMol25 entry of this formula, charge and spin) in kcal per mole: 254.6
Total energy in Eh: -3057.35162
Molar mass in g mol⁻¹: 720.60
Orbital gap in eV: 9.911
F_max in hartree/bohr: 0.0692

ORCA input file:
```
! wB97M-V def2-TZVPD RIJCOSX def2/J DEFGRID3
* xyz 0 1
H -1.45 -3.68 -0.42
H -2.12 -2.57 0.44
O -2.23 -3.14 -0.32
H -3.01 -4.65 0.76
H -3.19 -5.61 1.94
O -2.99 -5.58 1.00
H -0.97 -1.67 -1.92
H -0.18 -0.90 -2.93
O -0.63 -0.78 -2.08
H -1.39 5.94 3.06
H -0.17 5.54 2.39
O -0.59 5.44 3.25
H -2.18 0.52 1.18
H -1.60 1.63 2.09
O -1.57 0.65 1.89
H 3.20 -1.63 -4.01
O 2.57 -1.92 -3.36
H 3.04 -1.27 5.41
O 2.99 -0.67 6.16
H 0.93 0.54 -3.50
H 0.38 -0.41 -4.67
O 0.62 0.48 -4.41
H 4.80 -4.15 1.95
H 3.86 -4.78 1.05
O 3.91 -3.99 1.61
H -3.07 -0.82 -4.22
H -1.88 -0.06 -4.18
O -2.68 -0.09 -4.72
H -6.04 1.70 -1.31
H -4.66 1.22 -1.25
O -5.42 1.37 -0.65
H -1.23 1.35 -1.05
O -0.40 1.75 -1.34
H 2.88 -1.15 -0.51
H 4.20 -1.00 -1.38
O 3.80 -1.53 -0.69
H -5.17 -2.19 -0.27
H -6.23 -2.59 -1.12
O -6.08 -1.98 -0.39
H -0.30 -4.33 2.38
H 0.40 -3.11 1.61
O -0.41 -3.60 1.72
H 3.97 0.21 -2.72
H 3.69 1.68 -2.50
O 3.49 0.96 -3.08
H 1.23 -0.24 -1.67
H 2.51 0.77 -1.43
O 1.89 0.12 -1.04
H -0.74 -0.71 3.63
H 0.18 -1.99 3.55
O 0.11 -1.10 3.84
H -1.27 3.56 1.65
O -1.89 3.25 2.34
H 1.56 1.26 3.22
H 0.25 1.67 2.67
O 0.84 1.88 3.39
H 2.39 -1.24 4.16
O 2.65 -1.42 3.27
H 5.54 1.81 -0.22
H 5.50 3.18 -0.97
O 5.58 2.23 -1.07
H -0.78 -4.92 -2.67
H -1.98 -5.85 -2.18
O -1.40 -5.60 -2.91
H -2.01 -3.42 -4.54
H -1.51 -2.88 -3.10
O -1.70 -2.68 -4.01
H 1.52 3.41 -2.99
H 0.65 4.74 -2.82
O 0.64 3.77 -2.92
H -1.71 2.13 -6.01
H -0.73 1.55 -5.01
O -0.81 2.24 -5.70
H -5.60 -0.11 3.27
H -4.57 -0.33 2.18
O -4.78 -0.50 3.10
H 1.35 -3.30 -0.06
H 0.37 -2.22 -0.24
O 1.11 -2.63 -0.71
H -0.22 6.27 -1.81
H 0.87 5.51 -1.02
O 0.72 6.14 -1.72
H -2.37 1.88 -3.55
H -3.61 1.86 -4.18
O -3.28 2.07 -3.30
H 4.02 3.43 -2.35
H 4.40 4.88 -1.91
O 3.80 4.15 -1.76
H 4.67 0.03 4.98
O 4.80 0.15 4.03
H -3.50 -0.73 -1.19
H -3.18 0.69 -0.22
O -3.05 0.04 -0.90
H -1.16 3.04 2.95
H 3.00 -2.06 -2.50
H 2.96 -2.32 3.44
H 2.18 -0.21 6.35
H -0.71 1.91 -2.24
H 5.26 1.00 3.95
O 1.05 -5.40 2.36
H 1.84 -5.03 2.76
H 0.65 -6.21 2.63
O -0.87 4.30 -0.40
H -0.15 3.61 -0.49
H -1.30 4.16 -1.24
O 0.86 -0.45 1.15
H 0.37 0.11 0.53
H 1.40 -0.89 0.43
O -4.07 -4.33 3.20
H -3.17 -4.01 3.28
H -4.46 -3.50 3.53
O 1.23 2.77 0.67
H 2.04 3.06 1.11
H 1.44 1.84 0.50
O 5.08 3.03 2.92
H 4.49 3.75 3.13
H 4.66 2.39 2.36
O -4.08 1.57 1.80
H -3.97 2.25 1.14
H -3.97 1.70 2.73
*
```

The molecule C5H9N3 at a distorted geometry, computed with the ωB97M-V functional and the def2-TZVPD basis.

Summary:
HOMO level in eV: -8.62
Relative energy (zero: lowest compared OMol25 entry of this formula, charge and spin) in kcal per mole: 11.6
Total energy in Eh: -360.17870
Molar mass in g mol⁻¹: 111.15
Structure (SMILES): NCCc1c[nH]cn1
Orbital gap in eV: 9.447
F_max in hartree/bohr: 0.0512

ORCA input file:
```
! wB97M-V def2-TZVPD RIJCOSX def2/J DEFGRID3
* xyz 0 1
N -0.25 1.61 1.99
C 0.82 1.65 0.97
C 1.15 0.19 0.55
C 0.14 -0.42 -0.33
C 0.21 -1.65 -0.94
N -0.91 -1.79 -1.71
C -1.68 -0.68 -1.47
N -1.13 0.14 -0.64
H -1.16 1.73 1.57
H -0.21 0.70 2.43
H 0.49 2.22 0.07
H 1.71 2.10 1.37
H 1.40 -0.46 1.40
H 2.12 0.22 -0.08
H 0.94 -2.44 -0.82
H -0.96 -2.51 -2.43
H -2.67 -0.61 -1.91
*
```

A cluster of 3 separate species, C8H15NO4S2 in total at a distorted geometry, computed with the ωB97M-V functional and the def2-TZVPD basis.

Summary:
HOMO level in eV: -9.02
Relative energy (zero: lowest compared OMol25 entry of this formula, charge and spin) in kcal per mole: 0.0
Total energy in Eh: -1465.86635
Molar mass in g mol⁻¹: 253.35
Orbital gap in eV: 9.670
F_max in hartree/bohr: 0.0728

ORCA input file:
```
! wB97M-V def2-TZVPD RIJCOSX def2/J DEFGRID3
* xyz 0 1
C 0.84 -2.25 2.50
C -1.61 2.25 2.65
C -1.03 3.37 1.76
C -1.03 1.01 2.01
C -0.26 2.56 0.63
C -1.03 2.53 -0.66
C 0.69 -2.89 -2.73
C 2.01 -2.33 -2.37
N -0.25 1.12 1.06
O 1.98 -2.34 2.42
O -0.30 -2.20 2.54
O 1.01 -3.04 -0.07
O 0.56 -0.60 -0.89
S 0.66 -3.53 -4.45
S 1.73 -1.82 -0.59
H -1.23 2.22 3.71
H -2.62 2.25 2.60
H -1.87 4.07 1.38
H -0.37 3.99 2.31
H 0.51 0.00 -0.15
H -1.10 -0.02 2.34
H 0.72 2.89 0.65
H -1.60 3.41 -0.57
H -1.65 1.64 -0.71
H -0.41 2.62 -1.55
H 0.08 -2.09 -2.54
H 0.59 -3.64 -1.91
H 2.29 -1.55 -3.00
H 2.81 -3.05 -2.23
H -0.10 -4.57 -4.10
*
```

The highest relative energy (zero: lowest compared OMol25 entry of this formula, charge and spin) belongs to which entry?
H80O40